C49H94Br12Hg2N5O5 | the ωB97M-V functional and the def2-TZVPD basis

Calculated values
* E_tot: -918872.8019 eV
* E_LUMO: 1.15 eV
* Kohn-Sham gap: 0.16791 hartree
* energy relative to the best compared isomer or geometry (same formula, charge and spin): 0.0 kJ/mol
* net charge: -1
* F_max: 0.0615 hartree/bohr
* multiplicity: 1
* HOMO: -3.416 eV

Positions of all 167 atoms, in Å:
1 Hg -0.7745 11.4188 11.3630
2 Hg 2.4168 10.1862 10.1559
3 C -0.0004 11.2206 8.0184
4 C 0.2250 12.6893 8.3686
5 C -1.0166 13.4001 7.7986
6 C -1.1788 14.8618 8.1543
7 C -1.0670 14.9600 9.6695
8 C 0.1189 14.2662 10.3246
9 N 0.2162 12.8825 9.8202
10 O 1.1991 12.1897 10.5409
11 C -0.1967 14.2604 11.8332
12 C 1.4090 15.1172 10.1327
13 C 1.4745 13.1389 7.6264
14 H 0.1425 11.0425 6.9512
15 H -0.9983 10.8601 8.2722
16 H 0.7408 10.5568 8.4728
17 H -1.8942 12.8346 8.1427
18 H -1.0949 13.2590 6.7125
19 H -2.1821 15.2334 7.9382
20 H -0.4318 15.4201 7.5832
21 H -1.9856 14.5863 10.1375
22 H -1.1228 16.0202 9.9569
23 H -1.2673 14.0857 11.9855
24 H 0.0059 15.2863 12.1476
25 H 0.3734 13.5630 12.4486
26 H 1.0986 16.0924 9.7612
27 H 2.1867 14.6632 9.5245
28 H 1.9027 15.2383 11.0988
29 H 1.4433 12.7722 6.5899
30 H 2.4465 12.7306 7.9157
31 H 1.5679 14.2193 7.4680
32 C -4.2881 12.2835 13.8401
33 C -3.3279 11.1811 13.3949
34 C -3.8899 9.8506 13.9303
35 C -4.9700 9.2176 13.0403
36 C -4.2528 8.9088 11.7364
37 C -3.8676 10.1947 11.0188
38 N -3.2428 11.1346 11.9301
39 O -2.8337 12.3918 11.3625
40 C -5.1267 10.8608 10.4336
41 C -2.9527 9.7349 9.8746
42 C -1.9827 11.3650 14.0991
43 H -5.2450 12.2358 13.3161
44 H -3.9373 13.2894 13.5787
45 H -4.4271 12.3294 14.9228
46 H -4.3644 9.9358 14.9132
47 H -3.0382 9.1657 14.0061
48 H -5.8345 9.8710 12.9468
49 H -5.2162 8.2833 13.5365
50 H -4.8364 8.2705 11.0696
51 H -3.3723 8.3077 11.9934
52 H -5.4293 10.3341 9.5158
53 H -4.8651 11.7857 9.8813
54 H -5.7698 11.2880 11.1980
55 H -1.9950 9.3189 10.2028
56 H -2.8158 10.5308 9.1316
57 H -3.4478 8.9825 9.2466
58 H -1.2396 10.6104 13.8014
59 H -2.2333 11.2669 15.1548
60 H -1.4425 12.2764 13.8090
61 C 4.1331 13.3434 11.6791
62 C 5.2430 12.8517 10.7182
63 C 6.4563 13.7954 10.8261
64 C 7.1849 13.5934 12.1442
65 C 7.5368 12.1133 12.3069
66 C 6.4095 11.0600 12.1002
67 N 5.7088 11.5003 10.8937
68 O 4.7291 10.6058 10.5258
69 C 5.5516 10.9547 13.3292
70 C 7.2068 9.7869 11.8277
71 C 4.7277 13.1159 9.3051
72 H 3.8600 14.3573 11.3703
73 H 4.4125 13.4737 12.7257
74 H 3.2743 12.6738 11.5851
75 H 6.0888 14.8158 10.6987
76 H 7.1114 13.4902 10.0047
77 H 6.4578 13.8515 12.9304
78 H 8.0421 14.2541 12.2854
79 H 7.8184 12.0385 13.3718
80 H 8.4931 11.9967 11.7878
81 H 6.1132 10.9229 14.2774
82 H 4.9186 10.0646 13.4014
83 H 4.8198 11.7362 13.5356
84 H 6.4613 8.9999 11.6369
85 H 7.5874 9.4637 12.8069
86 H 7.9709 9.8206 11.0672
87 H 5.5287 13.2084 8.5733
88 H 4.1454 14.0405 9.2349
89 H 4.0263 12.3247 9.0345
90 C 4.3198 11.5710 5.6787
91 C 4.2264 10.0581 5.8377
92 C 5.3552 9.5561 4.9012
93 C 5.5718 8.0720 5.1477
94 C 5.8632 7.9100 6.6305
95 C 4.7254 8.3321 7.5455
96 N 4.4304 9.7241 7.2296
97 O 3.4438 10.3340 7.9795
98 C 5.2979 8.2354 8.9587
99 C 3.5905 7.2977 7.4408
100 C 2.8801 9.6250 5.2268
101 H 4.2399 11.8638 4.6262
102 H 5.2828 11.9204 6.0536
103 H 3.5303 12.1090 6.2018
104 H 6.2748 10.0718 5.1953
105 H 5.0874 9.8668 3.8920
106 H 6.3721 7.7315 4.4808
107 H 4.6836 7.4822 4.9016
108 H 6.8572 8.3101 6.8565
109 H 6.0866 6.8340 6.7327
110 H 4.4989 8.4979 9.6673
111 H 6.1833 8.8428 9.1184
112 H 5.4973 7.1966 9.2545
113 H 3.9089 6.3334 7.8527
114 H 3.3406 7.1333 6.3957
115 H 2.7189 7.5650 8.0305
116 H 2.0940 10.2587 5.6500
117 H 2.5331 8.6370 5.5297
118 H 2.9045 9.6926 4.1395
119 C 0.5889 7.2928 9.4139
120 C 1.0696 7.2431 10.8383
121 C 2.4236 6.4647 10.9268
122 C 3.2569 6.9389 12.1164
123 C 2.3390 7.4289 13.2228
124 C 1.5359 8.6583 12.8711
125 N 1.1633 8.5660 11.4685
126 O 0.2236 9.5160 10.9483
127 C 2.4354 9.8719 13.1191
128 C 0.4008 8.8401 13.8953
129 C 0.0327 6.2850 11.5180
130 H 0.6177 6.2999 8.9624
131 H 1.3047 7.8546 8.7952
132 H -0.3549 7.7852 9.1965
133 H 2.9633 6.5899 9.9825
134 H 2.2320 5.3974 11.0401
135 H 3.9734 7.7337 11.8950
136 H 3.8092 6.0613 12.4680
137 H 3.1258 7.6088 13.9673
138 H 1.7421 6.6007 13.6144
139 H 1.8490 10.7647 12.8834
140 H 3.3963 9.8169 12.5962
141 H 2.7948 9.9400 14.1515
142 H -0.4885 8.2419 13.6693
143 H 0.1357 9.8961 13.9493
144 H 0.6814 8.6455 14.9300
145 H -0.8944 6.8471 11.7032
146 H 0.2517 5.8787 12.5095
147 H -0.1964 5.4057 10.9117
148 C -3.9728 5.5178 8.0116
149 Br -4.0484 3.7394 7.2567
150 Br -2.5765 5.5379 9.4200
151 Br -5.6866 6.0364 8.7220
152 H -3.6514 6.2935 7.3366
153 C -3.7930 3.8162 13.4910
154 Br -2.9596 2.4583 12.3699
155 Br -5.0124 4.9465 12.4556
156 Br -2.4367 4.9775 14.2473
157 H -4.3993 3.3107 14.2229
158 C 2.1372 12.1150 16.7256
159 Br 0.6775 10.8554 16.6494
160 Br 2.0043 13.4327 18.1758
161 Br 2.2967 13.0576 15.0478
162 H 3.0217 11.5274 16.9100
163 C 5.0955 3.7090 14.5658
164 Br 5.6145 2.8880 16.2462
165 Br 3.2226 4.1322 14.5981
166 Br 5.6596 2.7851 12.9617
167 H 5.6288 4.6455 14.5348

Mulliken population analysis, charges in e, atoms 1 to 4: 2.90, 3.52, -1.21, 1.03